C8H16Cl8F6Mg2N3O12S6 | ωB97M-V/def2-TZVPD

Positions of all 61 atoms, in Å:
Mg (1.554, 2.270, 2.949)
Mg (0.829, 1.018, -0.830)
N (-0.038, -0.310, 0.022)
S (-0.054, -0.524, 1.703)
O (-1.108, -1.173, 2.447)
O (0.483, 0.646, 2.370)
F (1.199, -1.562, 1.825)
S (-1.209, -1.298, -0.231)
O (-2.533, -0.836, 0.266)
O (-0.767, -2.712, -0.188)
F (-1.381, -1.154, -1.817)
N (3.047, 2.283, 1.822)
S (3.661, 1.094, 0.742)
O (5.123, 0.949, 0.542)
O (2.723, 0.595, -0.256)
F (3.331, -0.024, 1.823)
S (4.096, 3.353, 1.282)
O (3.982, 3.820, -0.055)
O (5.391, 3.344, 1.947)
F (3.330, 4.523, 2.088)
N (0.638, 2.752, -0.275)
S (-0.400, 3.476, 0.929)
O (-1.276, 4.627, 0.707)
O (0.151, 3.382, 2.274)
F (-1.495, 2.279, 0.910)
S (0.821, 4.104, -0.945)
O (1.590, 5.081, -0.233)
O (-0.223, 4.489, -1.927)
F (1.965, 3.442, -1.969)
Cl (-1.863, 1.775, -2.134)
C (-3.630, 1.679, -1.630)
C (-4.311, 2.909, -2.324)
Cl (-4.290, 4.461, -1.411)
H (-3.802, 1.566, -0.560)
H (-3.904, 0.704, -2.033)
H (-5.385, 2.753, -2.424)
H (-3.923, 3.029, -3.336)
Cl (2.484, -1.708, -1.610)
C (3.536, -2.773, -0.500)
C (5.011, -2.413, -0.484)
Cl (5.897, -3.190, -1.809)
H (3.613, -3.814, -0.815)
H (3.029, -2.673, 0.459)
H (5.545, -2.600, 0.448)
H (5.156, -1.335, -0.554)
Cl (-2.349, -6.028, -4.646)
C (-1.070, -5.639, -3.432)
C (-0.896, -4.028, -3.537)
Cl (-0.119, -3.439, -5.032)
H (-0.159, -6.203, -3.634)
H (-1.468, -5.953, -2.467)
H (-0.248, -3.629, -2.757)
H (-1.827, -3.469, -3.441)
Cl (-3.884, 0.650, 2.610)
C (-4.007, -0.962, 3.366)
C (-3.154, -1.051, 4.626)
Cl (-2.764, -2.724, 5.023)
H (-3.674, -1.638, 2.578)
H (-5.077, -1.056, 3.553)
H (-3.709, -0.582, 5.438)
H (-2.187, -0.554, 4.545)

Force components x, y, z for each atom (eV/Å):
Mg -1.4 -0.5 0.7
Mg 2.0 -0.2 -3.1
N -1.0 -1.2 5.7
S 2.3 -2.4 3.4
O 1.8 1.3 -2.2
O 0.5 0.9 -0.6
F -1.7 1.4 -0.4
S -7.2 -6.5 -4.4
O 3.9 -1.1 -1.2
O -0.9 3.7 1.1
F 0.7 0.7 0.8
N 3.0 -2.4 -4.3
S 1.7 -5.4 2.1
O -4.7 1.4 0.1
O 0.5 2.4 -0.1
F 0.5 -0.1 0.1
S 3.9 8.0 3.3
O -0.2 -1.9 -0.2
O -2.5 -0.9 -1.3
F -0.2 -0.2 0.2
N -3.2 2.1 5.9
S -6.3 -1.0 1.4
O 3.3 -2.4 -0.1
O 0.6 0.2 -0.5
F 1.6 0.8 0.3
S 2.8 5.9 -10.6
O -1.5 -0.9 0.5
O 2.6 -1.1 3.4
F -0.9 0.1 0.7
Cl 0.1 0.1 0.5
C -0.3 0.6 -0.8
C -0.6 -0.9 0.5
Cl 0.6 -0.6 -0.2
H 0.6 0.6 0.1
H -0.4 0.4 -0.4
H 0.1 -0.5 0.0
H 0.2 0.3 0.3
Cl 0.7 -1.6 -0.3
C 0.4 -0.1 0.3
C 0.2 1.7 0.1
Cl -0.1 0.1 0.0
H -1.3 0.1 -0.4
H 0.3 -0.1 -0.1
H -0.5 -0.8 0.1
H -0.1 0.0 -0.5
Cl 0.4 -0.3 0.2
C -0.6 2.3 -0.7
C 0.5 -1.2 0.8
Cl -0.1 -0.4 -0.1
H -0.1 0.3 -0.3
H 0.1 0.4 0.0
H 0.0 -0.5 0.2
H -0.2 -0.6 -0.1
Cl 0.2 0.7 0.2
C 0.2 0.0 -0.5
C -0.3 0.7 0.0
Cl -0.2 -0.4 0.1
H -0.1 -0.2 0.3
H 0.3 -0.4 0.2
H 0.2 -0.2 0.2
H -0.3 0.1 -0.3

## Properties
- Energy: -229969.858 eV
- Relative energy (zero: lowest compared OMol25 entry of this formula, charge and spin): 79.6 kcal per mole
- Frontier orbital gap: 0.2313 hartree
- Molar mass: 984.8 u
- HOMO level: -12.269 eV
- Net charge: +1
- E_LUMO: -0.220 Eh